[1]
DFT (wB97M-V/def2-TZVPD) results for a 2-piece molecular cluster, C2H5NO overall.

Its energy above the lowest of the compared OMol25 structures with the same formula, charge and spin is 91.8 kcal per mole. The calculation puts the HOMO energy at -0.302 hartree. For the total energy, the calculation gives -5689.2472 eV. As for the orbital gap: 8.92 eV.

ORCA input file:
```
! RIJCOSX wB97M-V def2-TZVPD def2/J DEFGRID3
* xyz 0 1
C -1.259 -0.315 1.378
C 0.696 0.598 0.292
N -0.354 0.317 0.798
O 1.362 -0.219 -2.188
H -1.186 -0.224 2.527
H -2.088 -0.799 0.852
H 1.543 -0.839 -1.367
H 0.901 1.530 -0.207
H 0.385 -0.050 -2.084
*
```



[2]
DFT (wB97M-V/def2-TZVPD) results for a 3-piece molecular cluster, C2H9O3 overall.

Its energy above the lowest of the compared OMol25 structures with the same formula, charge and spin is 18.0 kcal per mole. The calculation puts the HOMO energy at -0.142 hartree. For the total energy, the calculation gives -8362.5451 eV. As for the orbital gap: 8.12 eV.

ORCA input file:
```
! RIJCOSX wB97M-V def2-TZVPD def2/J DEFGRID3
* xyz -1 1
C 0.090 0.520 1.514
O 1.143 -0.381 1.367
C 0.182 1.605 0.355
H -0.852 0.017 1.512
H 0.236 1.110 2.572
H 0.244 1.022 -0.609
H -0.719 2.216 0.371
H 1.136 2.125 0.411
H -0.378 -1.778 -2.151
H 0.084 -0.357 -2.810
O -0.081 -1.285 -2.931
H -1.389 -1.836 -0.152
H 0.701 -1.071 0.748
O -0.397 -1.904 -0.196
*
```



[3]
DFT (wB97M-V/def2-TZVPD) results for one molecule with the formula C5H3F2NO.

Its energy above the lowest of the compared OMol25 structures with the same formula, charge and spin is 74.1 kcal per mole. The calculation puts the HOMO energy (alpha / beta) at -0.329 / -0.329 hartree. For the total energy, the calculation gives -14199.6984 eV. As for the orbital gap (alpha / beta): 7.40 / 7.40 eV.

ORCA input file:
```
! RIJCOSX wB97M-V def2-TZVPD def2/J DEFGRID3
* xyz 0 1
C 1.343 0.702 0.440
C 1.195 -0.462 1.181
C 0.323 0.995 -0.483
C -0.743 0.179 -0.638
C -1.926 -0.163 -1.279
N 0.327 -1.334 0.748
O -2.603 0.765 -1.689
F 0.463 2.104 -1.219
F -0.125 -2.264 1.649
H 2.190 1.355 0.536
H 1.781 -0.659 2.072
H -2.225 -1.219 -1.319
*
```



[4]
DFT (wB97M-V/def2-TZVPD) results for C9H20N3O as an isolated structure.

Its energy above the lowest of the compared OMol25 structures with the same formula, charge and spin is 58.6 kcal per mole. The calculation puts the HOMO energy at -0.438 hartree. For the total energy, the calculation gives -16166.3639 eV. As for the orbital gap: 9.50 eV.

ORCA input file:
```
! RIJCOSX wB97M-V def2-TZVPD def2/J DEFGRID3
* xyz 1 1
C -1.068 1.348 -0.403
C 1.133 1.110 1.642
C 2.234 1.476 0.699
C 1.239 0.186 -1.099
C 0.035 -0.235 -0.159
C -1.707 -2.136 0.133
C -1.209 -0.929 -2.144
C 0.657 -1.264 2.065
C -0.634 -1.415 -0.794
N 0.388 -0.109 1.210
N -2.354 1.315 -0.257
N 1.705 1.465 -0.707
O -0.508 2.393 -0.802
H 1.520 1.047 2.756
H 0.411 2.072 1.701
H 2.316 2.584 0.900
H 3.191 0.979 0.733
H 2.117 -0.567 -1.099
H 0.930 0.156 -2.124
H -2.689 -2.492 -0.272
H -1.789 -1.506 1.061
H -1.257 -3.047 0.576
H -0.773 -1.360 -3.009
H -1.287 0.099 -2.464
H -2.297 -1.167 -2.069
H 0.262 -1.060 3.130
H 0.190 -2.096 1.650
H 1.758 -1.398 2.152
H 0.110 -2.154 -1.072
H -2.901 0.682 0.388
H -2.966 2.190 -0.395
H 0.663 2.095 -0.681
H 2.581 1.739 -1.244
*
```



[5]
DFT (wB97M-V/def2-TZVPD) results for a 2-piece molecular cluster, C3H6BrNO2 overall.

Its energy above the lowest of the compared OMol25 structures with the same formula, charge and spin is 100.6 kcal per mole. The calculation puts the HOMO energy at -0.343 hartree. As for the structure (SMILES): O=[NH+][O-].C=C(C)Br. For the total energy, the calculation gives -78831.3372 eV. As for the orbital gap: 9.34 eV.

ORCA input file:
```
! RIJCOSX wB97M-V def2-TZVPD def2/J DEFGRID3
* xyz 0 1
O -0.141 3.596 -0.948
N -0.362 3.161 0.131
O -1.209 2.334 0.410
H 0.174 3.758 0.876
C 0.276 0.159 -1.319
C 0.538 -0.075 -0.056
C -0.472 -0.439 0.960
Br 2.457 0.272 0.403
H -0.717 -0.223 -1.551
H 0.985 0.442 -2.162
H -0.850 -1.411 0.595
H -1.245 0.291 0.772
H -0.076 -0.547 2.065
*
```



[6]
DFT (wB97M-V/def2-TZVPD) results for a 8-piece molecular cluster, C26H72N4O9 overall.

Its energy above the lowest of the compared OMol25 structures with the same formula, charge and spin is 15.0 kcal per mole. The calculation puts the HOMO energy at -0.330 hartree. As for the structure (SMILES): COC[C@H](C)N.COC[C@H](C)N.COC[C@H](C)N.COCCNCCOC.CCO.CCO.CCO.CCO. For the total energy, the calculation gives -52512.1721 eV. As for the orbital gap: 9.45 eV.

ORCA input file:
```
! RIJCOSX wB97M-V def2-TZVPD def2/J DEFGRID3
* xyz 0 1
C 5.369 -10.093 6.977
O 4.639 -11.034 7.670
C 4.801 -10.998 9.089
C 3.938 -12.069 9.740
C 4.326 -12.203 11.212
N 3.950 -13.409 9.099
H 5.196 -10.267 5.897
H 6.428 -10.292 7.116
H 5.072 -9.021 7.210
H 5.895 -11.108 9.293
H 4.577 -9.973 9.461
H 2.866 -11.755 9.731
H 5.380 -12.453 11.379
H 3.772 -12.970 11.731
H 4.130 -11.281 11.773
H 4.852 -13.826 9.311
H 3.872 -13.309 8.088
C 6.946 -17.852 14.557
O 6.848 -17.265 13.277
C 5.844 -17.662 12.450
C 5.490 -16.502 11.535
C 4.601 -16.881 10.282
N 6.580 -15.683 11.190
H 6.011 -17.782 15.094
H 7.753 -17.325 15.075
H 7.244 -18.886 14.475
H 6.244 -18.534 11.910
H 4.976 -17.928 12.994
H 4.801 -15.717 12.082
H 4.206 -15.937 9.864
H 3.715 -17.493 10.607
H 5.243 -17.435 9.541
H 7.343 -16.255 10.827
H 6.980 -15.386 12.077
C 12.501 -9.674 14.147
O 11.875 -9.989 12.925
C 10.616 -9.325 12.791
C 9.918 -9.843 11.501
C 10.524 -9.357 10.248
N 8.497 -9.416 11.529
H 12.975 -8.653 13.982
H 13.305 -10.319 14.412
H 11.776 -9.573 14.958
H 9.960 -9.571 13.654
H 10.832 -8.278 12.792
H 9.988 -10.935 11.436
H 10.053 -9.776 9.374
H 11.540 -9.703 10.183
H 10.511 -8.271 10.029
H 8.501 -8.377 11.546
H 7.981 -9.819 12.352
C 14.453 -12.555 12.383
O 15.231 -13.475 11.656
C 16.348 -14.008 12.406
C 15.915 -14.834 13.587
N 15.136 -15.971 13.118
C 14.654 -16.804 14.189
C 13.580 -17.794 13.669
O 12.294 -17.200 13.919
C 11.223 -18.028 13.396
H 15.067 -11.714 12.707
H 13.882 -12.966 13.295
H 13.715 -12.269 11.606
H 16.953 -13.235 12.816
H 16.923 -14.654 11.702
H 15.280 -14.255 14.301
H 16.811 -15.221 14.148
H 14.254 -15.616 12.711
H 14.268 -16.171 15.030
H 15.535 -17.363 14.577
H 13.644 -18.757 14.185
H 13.607 -17.864 12.571
H 11.215 -19.060 13.849
H 11.336 -18.016 12.255
H 10.269 -17.535 13.650
C 9.267 -18.734 4.808
C 8.161 -18.263 5.726
O 8.178 -16.844 5.788
H 9.048 -18.411 3.820
H 9.387 -19.826 4.980
H 10.109 -18.302 5.258
H 8.186 -18.661 6.798
H 7.222 -18.507 5.214
H 7.606 -16.624 6.527
C 8.198 -12.963 9.655
C 7.441 -13.459 8.422
O 7.341 -14.861 8.392
H 8.243 -11.904 9.848
H 9.234 -13.313 9.577
H 7.744 -13.442 10.555
H 7.965 -13.057 7.549
H 6.482 -12.989 8.391
H 6.874 -15.135 9.221
C 8.673 -13.433 15.267
C 8.527 -12.625 14.029
O 7.527 -11.612 14.117
H 7.693 -13.971 15.363
H 8.785 -12.716 16.097
H 9.444 -14.205 15.209
H 8.190 -13.224 13.110
H 9.499 -12.163 13.785
H 7.718 -11.148 14.935
C 10.472 -16.312 10.216
C 9.913 -17.495 9.567
O 8.513 -17.383 9.256
H 10.446 -15.499 9.520
H 11.551 -16.413 10.476
H 9.958 -15.961 11.087
H 9.979 -18.380 10.179
H 10.515 -17.690 8.690
H 8.421 -16.890 8.470
*
```



total energy of number 2 (C2H9O3)?
-8362.5451 eV



What is the formula in the sixth record?
C26H72N4O9